1.
{
  "formula": "C27H25F10N3Ru",
  "method": "ωB97M-V/def2-TZVPD",
  "elements": ["Ru", "F", "F", "F", "F", "F", "F", "F", "F", "F", "F", "N", "N", "N", "C", "C", "C", "C", "C", "C", "C", "C", "C", "C", "C", "C", "C", "C", "C", "C", "C", "C", "C", "C", "C", "C", "C", "C", "C", "C", "C", "H", "H", "H", "H", "H", "H", "H", "H", "H", "H", "H", "H", "H", "H", "H", "H", "H", "H", "H", "H", "H", "H", "H", "H", "H"],
  "positions_angstrom": [[-0.10, -0.38, 0.02], [-0.02, 6.47, 0.41], [2.09, 1.97, 6.19], [-1.50, 5.99, 2.63], [3.68, 3.16, 4.33], [-2.10, 3.42, 3.32], [0.32, 0.04, 5.36], [0.24, -0.73, 2.81], [3.58, 2.50, 1.78], [-1.35, 1.43, 1.78], [0.76, 4.50, -1.15], [-0.08, 1.80, -0.64], [1.83, 0.35, 0.87], [1.33, -0.33, -1.82], [-2.72, -3.99, -3.10], [1.14, 0.63, 4.49], [-1.43, 3.68, 2.21], [-1.04, 2.66, 1.39], [2.70, -0.01, -1.38], [1.10, 0.25, 3.17], [-1.43, -2.65, -1.47], [-0.33, 2.84, 0.16], [-1.26, -2.54, 0.96], [2.84, 2.20, 3.96], [-0.89, -3.11, -0.27], [-0.37, 5.23, 0.72], [-2.82, -1.10, 2.33], [0.57, 2.03, -1.92], [-0.30, -4.54, -2.77], [-2.19, -1.49, 1.02], [2.78, 1.82, 2.63], [0.72, 0.71, -2.66], [-2.58, -0.91, -0.19], [2.02, 1.60, 4.91], [-2.20, -1.48, -1.41], [-1.33, -3.42, -2.77], [1.92, 0.81, 2.15], [2.78, 0.83, -0.11], [1.40, -1.57, -2.61], [0.02, 4.20, -0.10], [-1.11, 5.00, 1.87], [0.68, -4.20, -2.42], [2.11, -1.46, -3.44], [-0.62, -5.37, -2.14], [0.42, -1.79, -3.04], [-0.02, 2.71, -2.53], [1.71, -2.39, -1.98], [-3.47, -3.21, -3.20], [-0.28, 0.36, -2.94], [-2.67, -4.54, -4.04], [-3.38, -1.95, 2.72], [-2.07, -0.84, 3.08], [-2.60, -1.07, -2.33], [-3.29, -0.09, -0.19], [3.80, 0.71, 0.26], [2.65, 1.89, -0.33], [-0.25, -3.98, -0.26], [1.55, 2.50, -1.79], [-3.05, -4.68, -2.32], [-3.50, -0.26, 2.21], [-1.09, -2.71, -3.57], [-0.17, -4.92, -3.78], [-0.92, -3.00, 1.88], [3.25, 0.49, -2.18], [1.30, 0.87, -3.57], [3.20, -0.96, -1.17]],
  "lowdin_spin": [-0.0153, -0.0145, 0.0030, 0.0505, -0.0013, -0.0146, -0.0011, -0.0024, 0.0022, 0.0201, 0.0375, 0.4133, 0.0274, 0.0007, 0.0028, -0.0012, -0.0134, 0.1046, -0.0030, 0.0073, 0.0361, 0.0273, 0.0028, -0.0017, 0.0123, -0.0132, -0.0037, 0.0453, 0.0003, -0.0115, 0.0084, -0.0004, 0.0067, 0.0093, -0.0050, 0.0043, -0.0020, 0.0011, 0.0034, 0.1067, 0.1407, 0.0000, 0.0010, 0.0000, 0.0001, 0.0142, 0.0002, 0.0000, -0.0002, 0.0004, -0.0012, -0.0009, -0.0004, 0.0004, 0.0012, -0.0003, 0.0000, 0.0152, 0.0001, 0.0000, 0.0010, 0.0000, 0.0002, -0.0006, 0.0000, 0.0000],
  "homo_lumo_gap_ha": [0.22859, 0.16318],
  "e_tot_ha": -2301.2847,
  "de_lowest_kj_mol": 118.07,
  "spin_multiplicity": 2,
  "charge": 1
}


2.
{
  "formula": "C27H26AsBiN2O2",
  "method": "ωB97M-V/def2-TZVPD",
  "elements": ["Bi", "As", "O", "O", "N", "N", "C", "C", "C", "C", "C", "C", "C", "C", "C", "C", "C", "C", "C", "C", "C", "C", "C", "C", "C", "C", "C", "C", "C", "C", "C", "C", "C", "H", "H", "H", "H", "H", "H", "H", "H", "H", "H", "H", "H", "H", "H", "H", "H", "H", "H", "H", "H", "H", "H", "H", "H", "H", "H"],
  "positions_angstrom": [[0.17, 0.33, -1.30], [2.41, -0.98, -0.46], [-0.54, -1.40, 0.09], [-1.81, -2.57, 1.42], [-2.49, -1.13, -1.76], [-2.68, -1.82, -0.56], [2.04, -2.60, -1.45], [2.19, -3.35, 0.86], [0.38, 2.12, 0.08], [1.47, -5.09, -2.45], [2.24, 3.23, -3.04], [2.24, -4.26, 1.91], [2.40, -2.00, 1.16], [2.67, -2.47, 3.47], [1.84, -2.74, -2.81], [1.95, -3.68, -0.57], [4.23, -0.58, -0.90], [3.55, 3.22, -2.60], [2.83, 2.56, -0.39], [3.84, 2.90, -1.27], [2.47, -3.82, 3.20], [2.63, -1.54, 2.44], [4.52, -0.13, -2.18], [1.67, -4.93, -1.09], [-1.65, -1.92, 0.30], [1.49, 2.58, -0.81], [1.56, -4.01, -3.32], [-3.10, -3.15, 1.75], [5.23, -0.87, 0.02], [6.86, -0.27, -1.66], [5.84, 0.02, -2.56], [1.21, 2.90, -2.15], [6.55, -0.71, -0.37], [2.01, 3.50, -4.06], [3.07, 2.32, 0.64], [2.51, -4.53, 4.01], [2.10, -5.31, 1.72], [7.35, -0.93, 0.33], [-0.53, 2.72, 0.01], [-3.86, -2.38, 1.83], [-3.37, -3.91, 1.01], [5.00, -1.22, 1.01], [3.73, 0.11, -2.88], [-3.51, -2.37, -0.42], [7.89, -0.15, -1.95], [1.92, -1.90, -3.49], [2.86, -2.14, 4.49], [2.79, -0.49, 2.64], [4.35, 3.49, -3.28], [1.42, -4.15, -4.38], [6.08, 0.37, -3.56], [0.18, 3.03, -2.47], [-2.96, -3.63, 2.71], [-3.32, -0.59, -1.95], [1.60, -5.79, -0.43], [-2.33, -1.79, -2.51], [4.87, 2.92, -0.92], [1.26, -6.08, -2.85], [0.65, 1.91, 1.10]],
  "mulliken_charge": [1.2996, 1.0469, -0.3315, -0.3340, -0.7026, 0.0744, 0.5873, 0.9420, -1.2126, -0.8148, -0.7170, -0.8305, -0.1631, -0.7010, -0.6153, 0.1278, 1.0678, -0.6438, -0.3748, -0.3393, -0.8046, -0.4214, -0.4554, -0.6244, 0.4112, 0.3248, -0.8397, -0.8675, -0.5866, -0.6207, -0.7308, -0.2737, -0.7155, 0.4763, 0.3772, 0.4424, 0.4317, 0.4510, 0.5154, 0.3946, 0.3762, 0.4129, 0.3922, 0.2033, 0.4366, 0.4380, 0.4615, 0.5256, 0.4456, 0.4689, 0.4643, 0.5843, 0.2423, 0.2842, 0.4431, 0.2603, 0.4625, 0.4379, 0.4102],
  "homo_lumo_gap_ha": 0.26654,
  "e_tot_ha": -3754.2951,
  "de_lowest_kj_mol": 28.22,
  "charge": 2
}


3.
{
  "formula": "C27H26BrClLaN11O4Se2",
  "method": "ωB97M-V/def2-TZVPD",
  "elements": ["La", "Br", "Se", "Se", "Cl", "O", "O", "O", "O", "N", "N", "N", "N", "N", "N", "N", "N", "N", "N", "N", "C", "C", "C", "C", "C", "C", "C", "C", "C", "C", "C", "C", "C", "C", "C", "C", "C", "C", "C", "C", "C", "C", "C", "C", "C", "C", "C", "H", "H", "H", "H", "H", "H", "H", "H", "H", "H", "H", "H", "H", "H", "H", "H", "H", "H", "H", "H", "H", "H", "H", "H", "H", "H"],
  "positions_angstrom": [[5.80, -14.08, 17.01], [9.17, -12.30, 10.57], [3.18, -12.03, 17.70], [3.86, -14.73, 19.55], [10.58, -14.07, 23.32], [6.86, -15.84, 18.33], [7.07, -12.97, 18.69], [4.73, -13.25, 14.66], [7.01, -12.24, 15.51], [8.58, -16.25, 14.50], [8.09, -15.35, 15.22], [2.24, -15.30, 14.75], [4.06, -15.68, 15.87], [2.81, -15.06, 15.86], [5.20, -16.87, 14.06], [3.12, -13.24, 12.03], [4.32, -14.69, 10.83], [6.76, -15.35, 15.12], [7.60, -17.05, 13.97], [2.94, -16.08, 13.96], [0.86, -13.80, 10.92], [6.93, -12.43, 14.11], [8.42, -12.28, 20.43], [7.96, -12.29, 13.21], [0.38, -14.51, 9.83], [1.20, -15.23, 8.97], [8.98, -14.95, 21.15], [6.49, -16.43, 14.40], [9.61, -13.94, 21.81], [8.13, -11.49, 16.08], [3.13, -16.45, 18.86], [3.06, -14.65, 10.31], [1.77, -13.25, 18.23], [4.12, -16.23, 14.65], [9.28, -12.54, 21.47], [6.51, -12.97, 11.38], [7.77, -12.52, 11.87], [2.20, -13.76, 19.59], [2.58, -15.35, 9.22], [8.14, -14.70, 20.02], [2.25, -13.84, 11.12], [5.52, -13.25, 12.36], [4.30, -13.82, 11.82], [7.58, -15.83, 19.35], [5.72, -13.01, 13.71], [7.77, -13.31, 19.70], [2.50, -11.31, 16.05], [8.89, -11.95, 13.62], [9.84, -11.83, 22.14], [9.30, -15.96, 21.28], [8.04, -11.33, 20.13], [0.18, -13.25, 11.55], [2.87, -12.70, 12.78], [2.29, -12.88, 20.31], [8.88, -12.18, 16.31], [0.88, -12.68, 18.39], [8.51, -10.70, 15.44], [-0.67, -14.62, 9.60], [5.03, -17.39, 13.22], [6.27, -13.11, 10.33], [3.12, -16.04, 8.68], [3.30, -10.96, 15.41], [1.87, -10.53, 16.27], [1.60, -13.93, 17.43], [7.72, -10.83, 16.84], [7.92, -16.76, 19.78], [3.89, -16.76, 18.13], [4.34, -14.13, 14.46], [2.20, -16.34, 18.31], [3.06, -17.14, 19.73], [0.79, -15.79, 8.16], [1.95, -12.09, 15.59], [1.38, -14.39, 19.97]],
  "mulliken_charge": [1.6255, -0.2034, 0.0831, -0.0231, -0.2245, -0.5354, -0.6172, 0.4145, 0.1875, -0.7050, -0.2899, -0.6283, -0.3848, 0.4025, -0.0311, 0.2760, -0.8045, 1.0537, -0.5792, -0.3817, -0.9693, -0.2076, -0.6481, -0.3050, -0.4439, -0.4358, -0.9295, -0.0851, 0.1372, -1.3091, -0.7950, 0.4328, -0.6291, 0.1006, -0.4820, -0.9782, -0.6240, -0.9473, -1.0368, 0.8934, 0.7952, 0.9604, 0.6210, -0.3421, 0.1229, 0.4031, -0.9942, 0.5673, 0.3204, 0.3158, 0.4124, 0.3885, 0.1098, 0.4138, 0.5030, 0.4630, 0.4759, 0.3537, 0.2998, 0.5935, 0.5189, 0.1522, 0.6231, 0.3964, 0.2312, 0.3771, 0.1285, -0.3918, 0.3852, 0.3556, 0.4056, 0.2346, 0.4275],
  "homo_lumo_gap_ha": 0.27154,
  "e_tot_ha": -9816.4773,
  "de_lowest_kj_mol": 184.21
}